The following is a DFT calculation (the ωB97M-V functional and the def2-TZVPD basis) of a single C4H6N2O2 molecule in a non-equilibrium geometry.

Structure (ORCA input):
```
! RIJCOSX wB97M-V def2-TZVPD def2/J DEFGRID3
* xyz 0 1
C -0.60 1.71 0.06
C 0.01 0.52 0.28
C -0.60 -0.61 0.03
O -1.88 -0.44 -0.14
N 0.09 -1.85 0.08
N 1.39 -1.35 0.11
C 1.41 0.02 0.05
O 2.39 0.69 -0.20
H -1.52 1.64 -0.72
H -1.01 2.10 1.18
H 0.60 2.24 -0.01
H -2.27 -1.04 -1.06
H -0.09 -2.13 1.11
H 2.08 -1.51 -0.77
*
```

LUMO   0.084 eV
Maximum force   0.15472 hartree/bohr
HOMO level   -0.3296 Ha

The following is a DFT calculation (the ωB97M-V functional and the def2-TZVPD basis) of a single C4H6N2O2 molecule in a non-equilibrium geometry.

Structure (ORCA input):
```
! RIJCOSX wB97M-V def2-TZVPD def2/J DEFGRID3
* xyz 0 1
N 1.36 1.36 -0.34
C 0.05 1.20 -0.19
C -0.66 0.00 -0.16
C -1.97 0.30 -0.11
O -3.00 -0.41 0.12
C 0.15 -1.37 -0.33
N 0.86 -1.71 0.87
O -0.13 -2.10 -1.21
H 1.71 2.22 -0.49
H 1.82 0.52 -0.76
H -0.55 2.07 0.35
H -2.14 1.33 -0.21
H 1.13 -0.92 1.54
H 1.41 -2.48 0.92
*
```

LUMO   0.363 eV
Maximum force   0.16418 hartree/bohr
HOMO level   -0.3295 Ha

Respective Kohn-Sham gap values: 9.054; 9.329 eV.